# 1
Below is a molecular structure, C21H39NOP2Ru, with properties calculated with ωB97M-V/def2-TZVPD.

Element x y z (Å)
Ru (-0.16729, 0.05125, 0.25306)
P (2.87060, -0.25350, 0.16751)
P (-2.43255, -0.06777, 0.43376)
N (0.04515, 1.12725, -1.08130)
H (1.49474, 0.36278, 0.62348)
C (3.10857, -1.71612, -0.83464)
H (4.20962, -1.80313, -0.77171)
H (2.77873, -1.52600, -1.86871)
H (2.60573, -2.60686, -0.42140)
C (3.40700, -0.38036, 1.84836)
H (4.50266, -0.35001, 1.72132)
H (3.02984, -1.32438, 2.27371)
H (2.99013, 0.45429, 2.43742)
C (3.19386, 1.30122, -0.66512)
H (4.26316, 1.38446, -0.46076)
H (2.61593, 2.13841, -0.22236)
H (2.97222, 1.19574, -1.73976)
C (-3.44275, -1.29231, -0.41933)
H (-4.51078, -1.06918, -0.30204)
H (-3.21884, -2.29249, -0.03557)
H (-3.19107, -1.28300, -1.48349)
C (-3.11650, -0.00739, 2.10514)
H (-4.03435, 0.58714, 2.10278)
H (-2.39368, 0.46170, 2.78083)
H (-3.31768, -1.01440, 2.48065)
C (-2.97903, 1.49428, -0.30824)
H (-3.99407, 1.72420, 0.02675)
H (-2.96920, 1.39980, -1.39786)
H (-2.30536, 2.30430, -0.01678)
C (0.02528, 1.84486, -2.18277)
C (0.01814, 1.97466, -4.64828)
C (0.01312, 1.21883, -3.47510)
C (0.01194, 3.27874, -2.12891)
C (0.01138, 4.05066, -3.28673)
C (0.01305, 3.39555, -4.55297)
H (0.02188, 1.48789, -5.65558)
H (0.00138, 0.12571, -3.48499)
H (0.00682, 3.71079, -1.12662)
H (0.00558, 5.16811, -3.23265)
H (0.01512, 4.00236, -5.47347)
C (-0.85817, -3.80587, 0.96826)
O (-1.30954, -3.23539, -0.06748)
C (0.47984, -4.56764, 0.86360)
H (0.91162, -4.43309, 1.87774)
H (1.04987, -4.03830, 0.07372)
H (0.43440, -5.65877, 0.67636)
C (-1.19800, -3.17453, 2.34309)
H (-2.25659, -3.19425, 2.67006)
H (-0.81287, -2.14027, 2.28101)
H (-0.66254, -3.80602, 3.06420)
C (-1.12354, 0.26843, 5.41536)
C (0.16687, 0.69717, 4.74448)
C (0.46894, 2.14125, 5.08730)
C (1.29163, -0.21033, 5.20074)
C (-0.00071, 0.61395, 3.30029)
C (-0.25564, 0.59575, 2.08972)
H (-1.03977, 0.34170, 6.49462)
H (-1.37766, -0.76432, 5.17755)
H (-1.96721, 0.88557, 5.10935)
H (0.56763, 2.27906, 6.15831)
H (1.39537, 2.47442, 4.62193)
H (-0.32277, 2.80277, 4.73934)
H (1.08366, -1.25061, 4.95775)
H (2.23981, 0.05340, 4.73706)
H (1.41878, -0.14684, 6.27753)

The total energy comes out at -1730.81014 a.u. Its net charge is 0. Its spin multiplicity is 5. Its energy relative to the best compared isomer or geometry (same formula, charge and spin) is 4.334 eV. The HOMO-LUMO gap (alpha / beta) is 0.10064 / 0.27468 Ha.

# 2
Below is a molecular structure, C12H31O14S3V, with properties calculated with ωB97M-V/def2-TZVPD.

Element x y z (Å)
O (3.56049, 2.23300, 3.91971)
V (2.75344, 2.95612, 2.79514)
O (3.63642, 4.11891, 2.21426)
C (1.00162, 0.53389, 0.02714)
C (1.60061, 1.45025, 1.02566)
O (2.85657, 1.39291, 1.21719)
O (0.93149, 2.33310, 1.64434)
H (0.03648, 0.85220, -0.34592)
H (0.81695, -0.43467, 0.49966)
H (1.67108, 0.31701, -0.80123)
C (4.41212, -2.03193, 1.61858)
O (3.77445, -1.26204, 0.60336)
H (3.68897, -2.62922, 2.18111)
H (5.06298, -2.73733, 1.10200)
H (5.02458, -1.40761, 2.26856)
H (3.45461, -0.43355, 0.98478)
O (-0.02368, -2.11681, -3.36386)
S (1.38790, -2.01218, -3.41823)
O (2.12344, -2.43703, -4.55860)
O (1.72835, -0.46065, -3.21947)
C (3.11434, -0.07787, -3.28413)
C (3.19809, 1.42876, -3.27712)
C (2.09317, -2.72115, -1.95120)
H (3.53610, -0.44270, -4.22151)
H (3.70079, -0.50659, -2.46567)
H (2.74929, 1.84720, -4.17746)
H (4.25377, 1.71094, -3.32207)
H (2.78997, 1.89920, -2.38363)
H (3.09435, -3.03579, -2.23276)
H (1.42733, -3.51488, -1.62945)
H (2.19061, -1.96600, -1.17535)
O (-1.15995, -1.48586, 0.85322)
S (-2.09299, -1.90627, 1.85437)
O (-3.23232, -2.67279, 1.51662)
O (-1.26871, -2.80467, 2.87353)
C (-0.02248, -2.29949, 3.34982)
C (-0.09955, -1.53873, 4.65964)
C (-2.54832, -0.47192, 2.78460)
H (0.48968, -1.72026, 2.57164)
H (0.67770, -3.13473, 3.42778)
H (-0.30406, -0.47739, 4.51015)
H (0.82429, -1.68646, 5.21434)
H (-0.93341, -1.87980, 5.27655)
H (-2.65586, -0.73042, 3.83789)
H (-3.52350, -0.17654, 2.40837)
H (-1.75768, 0.26896, 2.72555)
O (-4.23782, 3.51793, 0.31533)
S (-3.72811, 2.35642, -0.32824)
O (-3.93333, 1.06520, 0.25552)
O (-4.24850, 2.33184, -1.81843)
C (-5.63743, 1.96034, -2.03742)
C (-5.67135, 1.05247, -3.25689)
C (-2.04560, 2.62412, -0.72644)
H (-6.21333, 2.86359, -2.22020)
H (-5.97991, 1.40215, -1.16856)
H (-6.68824, 1.01510, -3.65077)
H (-5.35200, 0.05992, -2.95409)
H (-5.07537, 1.49861, -4.05115)
H (-1.45996, 2.83281, 0.16391)
H (-2.08684, 3.51089, -1.35781)
H (-1.68169, 1.77946, -1.30267)

The total energy comes out at -3667.72435 a.u. Its net charge is 0. The HOMO-LUMO gap is 0.30499 Ha.

# 3
Below is a molecular structure, C2H5CdF20NO5P3S2, with properties calculated with ωB97M-V/def2-TZVPD.

Element x y z (Å)
Cd (0.08987, 0.01489, -0.00101)
C (3.16209, 3.22374, -0.26607)
C (1.82043, 2.69362, -0.75694)
O (1.62393, 1.31991, -0.53040)
H (3.35832, 3.07337, 0.79552)
H (3.19981, 4.29663, -0.45468)
H (3.97735, 2.70937, -0.77487)
H (1.62436, 2.85538, -1.81689)
H (0.96438, 3.27737, -0.41854)
N (-1.20805, 1.16857, 0.79431)
S (-2.15237, 2.29103, 0.30199)
O (-1.73121, 3.69130, 0.38768)
O (-3.57917, 2.10348, 0.07443)
F (-1.56952, 2.01433, -1.14278)
S (-1.77118, 1.62654, 2.39567)
O (-3.10659, 1.26496, 2.80547)
O (-1.13298, 2.78206, 3.10161)
F (-1.00931, 0.47568, 3.21259)
P (1.75118, -1.87411, 1.73132)
F (2.22498, -3.38345, 1.50481)
F (3.21239, -1.26222, 1.51402)
F (1.44551, -1.63686, 0.11241)
F (1.17411, -0.38312, 1.82258)
F (0.28121, -2.47127, 1.93950)
F (1.82739, -2.00689, 3.33755)
P (-2.86135, -2.20019, 0.30951)
F (-3.21761, -1.35659, 1.66071)
F (-4.27550, -2.93463, 0.32508)
F (-3.42804, -0.91667, -0.53902)
F (-2.36620, -3.10462, -0.99918)
F (-1.33442, -1.61915, 0.36849)
F (-2.18527, -3.43688, 1.21787)
P (0.71412, -1.75640, -3.15108)
F (-0.04403, -0.98415, -1.96448)
F (0.44547, -0.56516, -4.18031)
F (1.95513, -0.88102, -2.68521)
F (1.55570, -2.62775, -4.24951)
F (1.23539, -2.94083, -2.13640)
F (-0.67035, -2.54026, -3.64576)

The total energy comes out at -4496.19981 a.u. Its net charge is -3. Its energy relative to the best compared isomer or geometry (same formula, charge and spin) is 1.503 eV. The HOMO-LUMO gap is 0.22919 Ha.

# 4
Below is a molecular structure, C51H45N3O5OsPS, with properties calculated with ωB97M-V/def2-TZVPD.

Element x y z (Å)
Os (0.02385, -0.33078, -0.31420)
O (-0.44961, -1.03631, 1.38668)
C (-1.69275, -1.21139, 2.06546)
C (-2.81265, -1.21120, 1.01482)
C (-3.00735, 0.11411, 0.32931)
C (-4.27187, 0.68472, 0.30547)
C (-4.47939, 1.86377, -0.38663)
C (-3.40262, 2.46450, -1.01229)
C (-2.14680, 1.88249, -0.93094)
C (-0.96033, 2.64455, -1.46438)
C (-0.01891, 1.88866, -2.41680)
O (0.63544, 0.89673, -1.62591)
C (1.11370, 2.79832, -2.90466)
C (1.89273, 2.38877, -3.98434)
C (2.97300, 3.14434, -4.40891)
C (3.29320, 4.33090, -3.76341)
C (2.52053, 4.75072, -2.69441)
C (1.43968, 3.98935, -2.26827)
C (-0.74692, 1.27183, -3.60634)
C (-1.74870, 1.98738, -4.26148)
C (-2.34105, 1.48520, -5.41052)
C (-1.93069, 0.26430, -5.92900)
C (-0.93360, -0.45176, -5.28622)
C (-0.34688, 0.04976, -4.13270)
N (-1.97040, 0.71666, -0.28722)
C (-1.52369, -2.56010, 2.75824)
C (-1.84641, -3.74975, 2.11405)
C (-1.56316, -4.96953, 2.71512)
C (-0.94304, -5.01645, 3.95320)
C (-0.60526, -3.83287, 4.59537)
C (-0.89552, -2.61555, 4.00082)
C (-1.96896, -0.06076, 3.02221)
C (-2.94042, -0.22427, 4.00778)
C (-3.31865, 0.83835, 4.81141)
C (-2.73743, 2.08740, 4.63663)
C (-1.77639, 2.26009, 3.65394)
C (-1.39655, 1.19195, 2.85228)
H (-3.74998, -1.47610, 1.50696)
H (-2.61560, -1.97313, 0.26342)
H (-5.07928, 0.19153, 0.82685)
H (-5.46189, 2.31342, -0.42831)
H (-3.52036, 3.39161, -1.55463)
H (-0.37479, 2.98493, -0.60493)
H (-1.33957, 3.54162, -1.95108)
H (1.64843, 1.47655, -4.51183)
H (3.55696, 2.81084, -5.25654)
H (4.13009, 4.92761, -4.09963)
H (2.75039, 5.67857, -2.18854)
H (0.86110, 4.35606, -1.43163)
H (-2.06028, 2.95944, -3.90255)
H (-3.11295, 2.05672, -5.90775)
H (-2.38710, -0.12663, -6.82816)
H (-0.62318, -1.41465, -5.66530)
H (0.42357, -0.52323, -3.63687)
H (-2.29979, -3.75177, 1.13191)
H (-1.82965, -5.88584, 2.20506)
H (-0.72992, -5.96867, 4.42073)
H (-0.12838, -3.85864, 5.56624)
H (-0.64930, -1.69564, 4.51682)
H (-3.39923, -1.19475, 4.15336)
H (-4.06879, 0.69088, 5.57623)
H (-3.03351, 2.91757, 5.26329)
H (-1.31231, 3.22713, 3.51051)
H (-0.63636, 1.34657, 2.09647)
N (2.45299, -1.77041, 1.36746)
P (2.17407, -0.22649, 0.79519)
C (2.08478, 0.78149, 2.28258)
C (1.73832, 0.22868, 3.51148)
C (1.65230, 1.03963, 4.63269)
C (1.88278, 2.40193, 4.52260)
C (2.20569, 2.96035, 3.29173)
C (2.31610, 2.15311, 2.17177)
C (3.64686, 0.34406, -0.06887)
C (3.66316, 0.64881, -1.42355)
C (4.84825, 1.05743, -2.02136)
C (6.01021, 1.15019, -1.27508)
C (5.99964, 0.83603, 0.08027)
C (4.82240, 0.43822, 0.68431)
C (1.88310, -2.89626, 0.77495)
C (1.99978, -4.14938, 1.36561)
C (1.46531, -5.22912, 0.69259)
C (0.85956, -5.03442, -0.54306)
C (0.77540, -3.74984, -1.03686)
N (1.25537, -2.68770, -0.37851)
H (2.91970, -1.89900, 2.25223)
H (1.50908, -0.82640, 3.59135)
H (1.38772, 0.60905, 5.58871)
H (1.80763, 3.03316, 5.39752)
H (2.38873, 4.02287, 3.20908)
H (2.59736, 2.58460, 1.21818)
H (2.75869, 0.57897, -2.00975)
H (4.85221, 1.30617, -3.07380)
H (6.93116, 1.46740, -1.74501)
H (6.90718, 0.90813, 0.66360)
H (4.81776, 0.21363, 1.74438)
H (2.49102, -4.26228, 2.32180)
H (1.52759, -6.21807, 1.12676)
H (0.44527, -5.85318, -1.11137)
H (0.31249, -3.55394, -1.99375)
C (-3.39944, -1.55453, -2.91686)
S (-2.03147, -2.50389, -2.32463)
O (-1.35344, -3.07438, -3.45805)
O (-2.51900, -3.42438, -1.32409)
O (-1.15909, -1.44133, -1.68235)
H (-3.99850, -2.20509, -3.54849)
H (-3.01874, -0.71469, -3.49037)
H (-3.98434, -1.21531, -2.06538)

The total energy comes out at -3340.97777 a.u. Its net charge is +1. Its spin multiplicity is 5. The HOMO-LUMO gap (alpha / beta) is 0.32010 / 0.25931 Ha.